[1]
Density functional theory data (the ωB97M-V functional and the def2-TZVPD basis) for a single C25H47N3 molecule.

Summary:
LUMO = 0.801 eV
Energy relative to the best compared isomer or geometry (same formula, charge and spin) = 0.089 eV
M = 389.67 Da
HOMO-LUMO gap = 9.269 eV

CARTESIAN COORDINATES (ANGSTROEM)
C (-6.247, 0.008, -0.572)
C (-4.750, -0.282, -0.567)
C (-3.974, 0.631, 0.388)
C (-4.272, 0.335, 1.856)
C (-2.452, 0.585, 0.118)
C (-1.830, -0.773, 0.485)
N (-0.771, -1.122, -0.447)
C (0.163, -2.156, -0.014)
C (1.109, -2.441, -1.181)
N (1.952, -1.296, -1.460)
C (2.638, -1.424, -2.727)
C (-0.500, -3.446, 0.537)
C (0.521, -4.359, 1.214)
C (-1.279, -4.215, -0.528)
N (-1.797, 1.618, 0.910)
C (-1.882, 2.983, 0.431)
C (-0.907, 3.354, -0.707)
C (-0.954, 4.861, -0.968)
C (0.506, 2.925, -0.398)
C (1.068, 3.101, 0.861)
C (2.350, 2.659, 1.134)
C (3.119, 2.049, 0.152)
C (4.467, 1.471, 0.456)
C (4.375, -0.053, 0.664)
C (3.579, -0.382, 1.922)
C (5.775, -0.656, 0.748)
C (2.579, 1.931, -1.122)
C (1.290, 2.349, -1.389)
H (-6.434, 1.048, -0.830)
H (-6.684, -0.189, 0.403)
H (-6.751, -0.621, -1.303)
H (-4.362, -0.144, -1.580)
H (-4.597, -1.328, -0.295)
H (-4.297, 1.657, 0.186)
H (-4.134, -0.720, 2.080)
H (-5.293, 0.609, 2.105)
H (-3.594, 0.915, 2.476)
H (-2.296, 0.741, -0.966)
H (-2.617, -1.538, 0.518)
H (-1.396, -0.698, 1.485)
H (-1.188, -1.390, -1.334)
H (0.754, -1.713, 0.799)
H (0.510, -2.727, -2.066)
H (1.767, -3.280, -0.938)
H (1.377, -0.457, -1.447)
H (3.310, -2.283, -2.675)
H (3.233, -0.533, -2.911)
H (1.959, -1.575, -3.583)
H (-1.207, -3.128, 1.311)
H (1.114, -3.802, 1.935)
H (0.009, -5.163, 1.739)
H (1.193, -4.808, 0.488)
H (-0.608, -4.639, -1.271)
H (-1.994, -3.569, -1.035)
H (-1.832, -5.031, -0.067)
H (-0.817, 1.379, 1.024)
H (-2.902, 3.182, 0.098)
H (-1.691, 3.635, 1.290)
H (-1.227, 2.836, -1.619)
H (-1.967, 5.176, -1.209)
H (-0.622, 5.407, -0.087)
H (-0.301, 5.123, -1.798)
H (0.498, 3.574, 1.646)
H (2.756, 2.787, 2.127)
H (4.885, 1.932, 1.353)
H (5.146, 1.670, -0.377)
H (3.846, -0.488, -0.190)
H (4.062, 0.033, 2.805)
H (2.573, 0.026, 1.851)
H (3.502, -1.460, 2.046)
H (6.338, -0.458, -0.162)
H (6.324, -0.234, 1.589)
H (5.716, -1.733, 0.885)
H (3.178, 1.497, -1.909)
H (0.883, 2.225, -2.384)

Here are the Löwdin charges for atoms 1 to 6, given in e:
1 C -0.104
2 C -0.235
3 C -0.349
4 C -0.058
5 C -0.311
6 C -0.176


[2]
Density functional theory data (the ωB97M-V functional and the def2-TZVPD basis) for 7 unconnected molecules or ions with the total composition C25H47N8O6S.

Summary:
LUMO = 1.955 eV
Charge = -1
M = 587.77 Da
HOMO-LUMO gap = 4.972 eV

CARTESIAN COORDINATES (ANGSTROEM)
S (-4.256, -1.026, -0.560)
C (-3.590, 0.273, -1.215)
N (-3.106, 1.229, -1.722)
C (-2.588, 2.215, -0.609)
C (-1.242, 1.849, -0.240)
C (-0.850, 1.872, 1.117)
C (0.409, 1.522, 1.548)
C (1.330, 1.154, 0.557)
C (0.886, 1.184, -0.754)
N (-0.335, 1.502, -1.191)
H (-3.222, 2.086, 0.273)
H (-1.589, 2.182, 1.848)
H (0.650, 1.528, 2.603)
H (2.338, 0.856, 0.792)
H (1.606, 0.930, -1.521)
C (-1.064, 0.963, 5.210)
O (-0.143, 0.964, 4.418)
N (-2.244, 0.355, 4.996)
C (-3.314, 0.387, 5.970)
C (-2.447, -0.360, 3.739)
H (-1.005, 1.471, 6.189)
H (-3.570, -0.628, 6.280)
H (-4.200, 0.857, 5.538)
H (-3.006, 0.956, 6.846)
H (-1.705, -1.151, 3.638)
H (-2.332, 0.318, 2.895)
H (-3.445, -0.792, 3.723)
C (2.746, -1.464, -1.019)
O (3.496, -0.536, -1.260)
N (3.031, -2.747, -1.325)
C (2.123, -3.838, -1.016)
C (4.293, -3.025, -1.984)
H (1.774, -1.335, -0.521)
H (2.607, -4.560, -0.357)
H (1.826, -4.347, -1.935)
H (1.232, -3.448, -0.528)
H (5.113, -2.673, -1.355)
H (4.342, -2.494, -2.936)
H (4.398, -4.093, -2.158)
C (5.080, -4.976, 0.899)
O (4.474, -5.926, 0.438)
N (6.150, -5.058, 1.707)
C (6.801, -3.860, 2.204)
C (6.656, -6.365, 2.082)
H (4.794, -3.933, 0.682)
H (7.842, -3.820, 1.885)
H (6.763, -3.844, 3.296)
H (6.281, -2.982, 1.822)
H (6.945, -6.924, 1.192)
H (5.881, -6.931, 2.601)
H (7.519, -6.248, 2.733)
C (-5.847, 5.104, -4.732)
O (-6.620, 4.323, -5.267)
N (-4.755, 4.750, -4.046)
C (-3.876, 5.726, -3.431)
C (-4.433, 3.336, -3.902)
H (-6.000, 6.197, -4.772)
H (-2.870, 5.632, -3.843)
H (-3.830, 5.557, -2.354)
H (-4.245, 6.733, -3.621)
H (-4.295, 2.883, -4.884)
H (-5.252, 2.824, -3.399)
H (-3.528, 3.221, -3.312)
C (-10.292, 1.157, -4.753)
O (-11.290, 0.456, -4.730)
N (-9.285, 1.089, -3.869)
C (-8.121, 1.958, -3.953)
C (-9.365, 0.113, -2.797)
H (-10.134, 1.928, -5.525)
H (-7.219, 1.355, -4.066)
H (-8.039, 2.552, -3.041)
H (-8.202, 2.629, -4.802)
H (-9.439, -0.893, -3.211)
H (-10.254, 0.296, -2.191)
H (-8.478, 0.184, -2.173)
C (8.336, -0.878, 3.094)
O (9.259, -1.623, 2.821)
N (7.980, 0.202, 2.379)
C (6.860, 1.046, 2.755)
C (8.746, 0.530, 1.188)
H (7.692, -1.043, 3.975)
H (6.116, 1.059, 1.957)
H (7.204, 2.066, 2.935)
H (6.394, 0.666, 3.662)
H (8.707, -0.297, 0.480)
H (9.790, 0.703, 1.452)
H (8.334, 1.423, 0.725)

Here are the Löwdin charges for atoms 1 to 6, given in e:
1 S 0.536
2 C -0.865
3 N 0.008
4 C -0.153
5 C -0.383
6 C -0.086


[3]
Density functional theory data (the ωB97M-V functional and the def2-TZVPD basis) for a molecular structure, C25H48AlCl3N4O4Si.

Summary:
LUMO = 0.314 eV
Energy relative to the best compared isomer or geometry (same formula, charge and spin) = 0.000 eV
M = 630.11 Da
HOMO-LUMO gap = 8.172 eV

CARTESIAN COORDINATES (ANGSTROEM)
C (-1.382, -0.918, -4.655)
C (-2.369, -1.976, -4.270)
H (-0.642, -1.329, -5.350)
H (-0.882, -0.526, -3.763)
H (-1.879, -0.083, -5.166)
C (-2.724, -2.978, -5.100)
C (-2.136, -3.236, -6.441)
H (-3.516, -3.669, -4.818)
H (-1.039, -3.220, -6.422)
H (-2.470, -2.531, -7.215)
H (-2.449, -4.232, -6.771)
Al (0.984, 2.388, 0.556)
Cl (-0.628, 3.956, 0.634)
Cl (0.009, 1.431, -1.238)
C (-0.975, 1.379, 2.398)
O (0.200, 1.366, 1.935)
N (-1.341, 0.536, 3.365)
C (-0.366, -0.387, 3.945)
C (-2.750, 0.270, 3.620)
H (-1.734, 2.078, 2.027)
H (0.580, 0.135, 4.139)
H (-0.175, -1.243, 3.279)
H (-0.793, -0.749, 4.880)
H (-3.299, 1.221, 3.583)
H (-2.840, -0.197, 4.598)
H (-3.179, -0.405, 2.863)
H (4.844, 1.557, -2.250)
H (2.377, -0.585, -1.704)
C (5.138, 0.723, -1.595)
C (3.264, -0.858, -1.113)
N (4.030, 0.328, -0.740)
H (5.983, 1.039, -0.972)
C (3.525, 1.220, 0.109)
O (2.403, 1.093, 0.688)
H (2.951, -1.400, -0.215)
H (4.170, 2.095, 0.276)
H (5.423, -0.144, -2.194)
H (3.931, -1.479, -1.715)
O (-1.869, -1.631, -1.941)
C (-2.951, -1.844, -2.864)
C (-3.446, -4.325, -2.450)
C (-3.886, -2.995, -2.490)
H (-2.405, -4.555, -2.696)
C (-4.354, -5.347, -2.153)
H (-3.534, -0.903, -2.851)
C (-5.242, -2.704, -2.298)
H (-3.991, -6.371, -2.057)
C (-5.709, -5.060, -1.985)
C (-6.155, -3.734, -2.068)
H (-5.565, -1.658, -2.374)
H (-6.426, -5.859, -1.784)
H (-7.210, -3.492, -1.939)
Si (-1.516, -2.192, -0.398)
Cl (2.465, 3.394, -1.060)
C (-0.892, -3.960, -0.423)
C (-3.086, -2.086, 0.616)
C (-0.114, -1.197, 0.266)
H (-1.688, -4.701, -0.585)
H (-0.415, -4.185, 0.546)
H (-0.127, -4.081, -1.207)
H (0.628, -1.007, -0.523)
H (0.392, -1.645, 1.126)
H (-0.488, -0.216, 0.568)
H (-3.889, -2.728, 0.221)
H (-3.460, -1.054, 0.648)
H (-2.864, -2.419, 1.639)
C (2.251, 5.950, 1.312)
N (3.082, 5.316, 2.318)
C (4.153, 6.129, 2.883)
C (2.805, 4.018, 2.623)
O (1.901, 3.412, 1.969)
N (3.403, 3.357, 3.665)
C (4.615, 3.731, 4.377)
C (2.886, 2.037, 3.986)
H (2.439, 7.028, 1.358)
H (1.195, 5.728, 1.499)
H (2.500, 5.545, 0.318)
H (3.961, 6.384, 3.934)
H (5.129, 5.635, 2.796)
H (4.190, 7.062, 2.311)
H (4.744, 3.001, 5.183)
H (5.512, 3.707, 3.738)
H (4.517, 4.716, 4.845)
H (1.807, 2.087, 4.173)
H (3.058, 1.341, 3.152)
H (3.408, 1.699, 4.887)

Here are the Löwdin charges for atoms 1 to 6, given in e:
1 C -0.032
2 C -0.221
3 H 0.073
4 H 0.066
5 H 0.095
6 C -0.115


[4]
Density functional theory data (the ωB97M-V functional and the def2-TZVPD basis) for a molecular structure, C25H48AuP4Se.

Summary:
LUMO (alpha / beta) = -8.163 / -11.944 eV
Charge = +3
M = 748.48 Da
2S+1 = 3
HOMO-LUMO gap (alpha / beta) = 8.105 / 4.329 eV

CARTESIAN COORDINATES (ANGSTROEM)
Au (0.067, 0.872, -0.470)
P (0.889, 2.832, -1.360)
P (-2.515, 1.796, 0.384)
P (-1.415, -0.027, -2.310)
H (4.520, -5.763, -0.626)
C (4.601, -5.369, -1.644)
C (4.680, -4.048, -1.906)
H (4.778, -3.232, -1.158)
C (2.043, 3.625, -0.180)
C (-0.284, 4.089, -2.022)
C (1.857, 2.130, -2.737)
C (-3.538, 0.552, 1.241)
C (-2.385, 3.197, 1.538)
C (-3.635, 2.411, -0.911)
C (-0.429, -1.290, -3.186)
C (-1.799, 1.034, -3.766)
C (-2.981, -0.988, -2.202)
H (4.727, -6.238, -2.289)
H (4.824, -3.735, -2.944)
H (2.874, 2.931, -0.034)
H (1.527, 3.755, 0.773)
H (2.460, 4.597, -0.473)
H (-0.995, 4.445, -1.257)
H (-0.896, 3.691, -2.848)
H (0.186, 5.008, -2.422)
H (2.617, 1.470, -2.301)
H (2.364, 2.863, -3.374)
H (1.216, 1.501, -3.368)
H (-4.500, 0.932, 1.591)
H (-3.001, 0.159, 2.103)
H (-3.739, -0.303, 0.593)
H (-3.330, 3.709, 1.732)
H (-1.694, 3.936, 1.132)
H (-1.962, 2.914, 2.502)
H (-4.521, 2.904, -0.509)
H (-3.988, 1.618, -1.568)
H (-3.132, 3.135, -1.552)
H (-0.961, -1.598, -4.101)
H (-0.331, -2.140, -2.498)
H (0.552, -0.862, -3.430)
H (-2.168, 0.366, -4.553)
H (-0.906, 1.539, -4.148)
H (-2.569, 1.790, -3.574)
H (-3.260, -1.280, -3.227)
H (-3.810, -0.426, -1.761)
H (-2.786, -1.890, -1.609)
C (-0.450, -4.383, 0.095)
C (0.862, -4.073, -0.340)
C (1.679, -5.145, -0.696)
C (1.204, -6.440, -0.854)
C (-0.134, -6.682, -0.582)
C (-0.980, -5.660, -0.171)
Se (-1.673, -3.224, 1.075)
H (-1.135, -1.913, 0.647)
H (1.225, -3.031, -0.353)
H (2.702, -4.863, -0.888)
H (1.825, -7.249, -1.212)
H (-0.528, -7.677, -0.700)
H (-2.039, -5.846, 0.020)
C (-0.303, -0.756, 3.044)
P (0.524, 0.456, 1.961)
C (2.241, -0.236, 1.911)
C (0.708, 1.868, 3.155)
C (1.882, 2.640, 3.181)
C (1.990, 3.742, 4.050)
C (0.932, 4.063, 4.918)
C (-0.210, 3.259, 4.947)
C (-0.320, 2.161, 4.084)
H (-0.235, -1.784, 2.673)
H (-1.361, -0.550, 3.182)
H (0.173, -0.734, 4.030)
H (2.156, -1.220, 1.411)
H (2.701, -0.351, 2.910)
H (2.855, 0.438, 1.296)
H (2.717, 2.330, 2.536)
H (2.914, 4.337, 4.024)
H (1.038, 4.912, 5.596)
H (-1.007, 3.482, 5.646)
H (-1.207, 1.519, 4.129)

Here are the Löwdin charges for atoms 1 to 6, given in e:
1 Au 0.356
2 P 0.667
3 P 0.841
4 P 0.710
5 H 0.062
6 C -0.090


[5]
Density functional theory data (the ωB97M-V functional and the def2-TZVPD basis) for 6 unconnected molecules or ions with the total composition C25H48BClIN4O25S6.

Summary:
LUMO = -2.508 eV
Charge = +1
M = 1170.23 Da
HOMO-LUMO gap = 8.646 eV

CARTESIAN COORDINATES (ANGSTROEM)
C (4.261, -5.032, -0.438)
C (2.767, -4.801, -0.776)
N (1.995, -4.426, 0.403)
I (0.961, -5.918, 1.346)
C (1.909, -3.199, 0.903)
N (1.161, -2.886, 1.974)
C (1.334, -1.581, 2.137)
C (0.605, -0.938, 3.266)
C (-0.778, -0.457, 2.756)
C (-1.872, -1.543, 2.734)
C (-2.385, -1.717, 1.309)
O (-1.297, -2.054, 0.415)
C (-1.525, -1.577, -0.859)
C (-0.947, -0.206, -1.127)
O (-2.124, -2.226, -1.676)
N (2.152, -1.066, 1.219)
C (2.601, 0.293, 0.983)
C (2.016, 1.383, 1.878)
C (2.197, 2.743, 1.147)
C (0.960, 2.924, 0.257)
S (1.080, 4.381, -0.733)
O (1.415, 5.507, 0.079)
O (1.919, 4.119, -1.862)
Cl (-0.824, 4.622, -1.383)
N (2.558, -2.119, 0.412)
B (3.543, -1.855, -0.714)
C (3.134, -1.734, -2.227)
O (4.813, -1.706, -0.291)
H (4.437, -6.108, -0.401)
H (4.947, -4.610, -1.170)
H (4.461, -4.673, 0.572)
H (2.373, -5.749, -1.128)
H (2.617, -4.110, -1.607)
H (1.142, -0.149, 3.785)
H (0.445, -1.726, 4.000)
H (-0.675, -0.065, 1.743)
H (-1.096, 0.374, 3.386)
H (-2.718, -1.148, 3.301)
H (-1.540, -2.496, 3.143)
H (-2.790, -0.750, 1.000)
H (-3.146, -2.496, 1.246)
H (0.086, -0.199, -0.769)
H (-0.974, 0.023, -2.189)
H (-1.546, 0.523, -0.576)
H (3.688, 0.321, 1.119)
H (2.447, 0.599, -0.058)
H (2.502, 1.425, 2.851)
H (0.941, 1.273, 2.017)
H (2.313, 3.566, 1.846)
H (3.099, 2.646, 0.537)
H (0.082, 2.989, 0.901)
H (0.863, 2.060, -0.401)
H (2.102, -2.062, -2.366)
H (3.193, -0.681, -2.525)
H (3.810, -2.325, -2.845)
H (5.316, -1.109, -0.858)
C (-3.069, 8.336, -0.200)
C (-3.867, 7.072, -0.439)
O (-5.076, 7.274, 0.314)
S (-5.458, 8.825, 0.315)
O (-6.424, 9.067, -0.698)
O (-5.670, 9.234, 1.655)
O (-4.049, 9.384, -0.197)
H (-2.576, 8.324, 0.774)
H (-2.329, 8.516, -0.976)
H (-3.357, 6.181, -0.098)
H (-4.133, 6.965, -1.485)
C (8.216, -0.964, 3.929)
C (8.600, -0.347, 2.601)
O (8.570, -1.446, 1.680)
S (7.438, -2.489, 2.114)
O (6.260, -2.244, 1.349)
O (8.015, -3.779, 2.180)
O (7.205, -1.928, 3.595)
H (9.056, -1.491, 4.385)
H (7.822, -0.235, 4.632)
H (9.586, 0.106, 2.615)
H (7.864, 0.393, 2.277)
C (-6.524, 0.841, 1.918)
C (-6.356, 0.825, 3.422)
O (-4.950, 1.061, 3.619)
S (-4.403, 2.023, 2.469)
O (-4.356, 3.355, 2.943)
O (-3.255, 1.408, 1.893)
O (-5.636, 1.878, 1.470)
H (-6.205, -0.102, 1.469)
H (-7.542, 1.061, 1.610)
H (-6.646, -0.121, 3.869)
H (-6.909, 1.637, 3.899)
C (0.222, -8.853, -4.469)
C (0.977, -7.559, -4.682)
O (0.900, -6.895, -3.408)
S (0.895, -7.983, -2.236)
O (2.216, -8.110, -1.724)
O (-0.208, -7.718, -1.387)
O (0.574, -9.256, -3.136)
H (-0.858, -8.700, -4.507)
H (0.504, -9.624, -5.180)
H (0.540, -6.937, -5.458)
H (2.029, -7.741, -4.910)
C (-5.447, 4.672, -4.931)
C (-6.130, 3.872, -3.843)
O (-5.048, 3.209, -3.163)
S (-3.753, 4.136, -3.189)
O (-3.671, 4.850, -1.959)
O (-2.661, 3.374, -3.676)
O (-4.240, 5.152, -4.313)
H (-5.172, 4.046, -5.781)
H (-6.049, 5.508, -5.277)
H (-6.833, 3.142, -4.233)
H (-6.638, 4.520, -3.126)

Here are the Löwdin charges for atoms 1 to 6, given in e:
1 C -0.036
2 C -0.274
3 N -0.442
4 I 1.083
5 C -0.409
6 N 0.179


Which of these has the highest M?
C25H48BClIN4O25S6